Record 1
{
  "formula": "C3H7NO2",
  "method": "ωB97M-V/def2-TZVPD",
  "e_tot_ha": -323.50459,
  "de_lowest_kj_mol": 725.62,
  "elements": ["C", "C", "N", "O", "C", "O", "H", "H", "H", "H", "H", "H", "H"],
  "positions_angstrom": [[-0.919604, 1.241951, -0.431154], [-0.759266, -0.068092, -0.094315], [-1.436298, -1.114302, 0.082851], [-0.692024, -2.236794, 0.443815], [1.321089, -0.476509, 0.260695], [2.079628, 0.508599, 0.110843], [-1.250806, 1.961691, 0.312834], [0.517748, 1.954637, -0.409012], [-1.037920, 1.523993, -1.474501], [-1.373987, -2.916913, 0.516719], [1.254467, -1.245589, -0.522094], [1.021985, -0.792606, 1.269981], [1.292358, 1.690503, -0.279103]],
  "forces_ev_per_a": [[-0.01, -0.15, 0.03], [-0.17, -0.15, 0.03], [0.15, 0.65, -0.16], [-0.05, -0.33, 0.07], [0.02, -0.03, 0.01], [-0.31, 0.01, -0.05], [0.04, -0.12, -0.10], [-0.10, 0.07, -0.08], [0.05, -0.05, 0.17], [0.14, 0.12, 0.00], [0.01, 0.14, 0.08], [0.07, 0.06, -0.11], [0.16, -0.23, 0.10]],
  "mulliken_charge": [-0.75, 0.51, -0.45, -0.37, -0.27, -0.52, 0.33, -0.06, 0.32, 0.36, 0.35, 0.36, 0.20]
}

Record 2
{
  "formula": "C4H10N2O",
  "method": "ωB97M-V/def2-TZVPD",
  "e_tot_ha": -343.09947,
  "de_lowest_kj_mol": 267.77,
  "smiles": "CCNC(=O)CN",
  "elements": ["C", "C", "N", "C", "O", "C", "N", "H", "H", "H", "H", "H", "H", "H", "H", "H", "H"],
  "positions_angstrom": [[-1.573298, 1.821533, 0.415389], [-1.411540, 0.478029, -0.217078], [-0.064847, 0.167196, -0.651763], [0.368735, -1.046015, -0.989431], [-0.536718, -1.769530, -1.550717], [1.799953, -1.283657, -0.414339], [1.920758, -1.023139, 1.147651], [-0.900645, 1.760371, 1.383593], [-1.061728, 2.607209, -0.139019], [-2.565931, 2.105772, 0.751549], [-2.116051, 0.414238, -1.018535], [-1.798522, -0.196980, 0.566952], [0.595959, 0.890164, -0.413358], [1.842709, -2.412447, -0.439246], [2.647789, -1.040089, -1.133422], [1.820365, -0.000464, 1.073028], [1.033012, -1.472191, 1.628745]],
  "forces_ev_per_a": [[3.21, 0.57, 2.49], [-1.60, -0.54, 0.05], [-0.28, 2.51, 1.10], [-3.22, -1.07, -1.26], [4.14, 0.75, 1.96], [-0.36, -4.35, 0.30], [-1.58, 0.19, -2.58], [-1.35, 0.36, -1.38], [-0.49, 0.26, -0.34], [-0.06, -0.20, -0.37], [-0.29, -0.34, -0.82], [0.55, -0.49, -0.55], [0.21, -0.20, 0.21], [0.12, 0.96, -0.21], [-0.95, 0.60, 1.50], [-0.22, -0.51, 1.42], [2.18, 1.51, -1.53]],
  "mulliken_charge": [-1.26, -0.22, -0.16, 0.56, -0.66, -0.65, -0.59, 0.26, 0.34, 0.35, 0.29, 0.22, 0.31, 0.34, 0.29, 0.28, 0.29]
}

Record 3
{
  "formula": "C3H15NO3",
  "method": "ωB97M-V/def2-TZVPD",
  "e_tot_ha": -403.74137,
  "de_lowest_kj_mol": 120.45,
  "smiles": "CCNC.O.O.O",
  "elements": ["C", "C", "N", "C", "H", "H", "H", "H", "H", "H", "H", "H", "H", "O", "H", "H", "O", "H", "H", "O", "H", "H"],
  "positions_angstrom": [[-0.256584, -1.446507, -0.553564], [-0.868600, -0.756247, 0.653588], [0.016628, 0.293410, 1.165047], [0.593532, 0.105239, 2.485506], [-0.896956, -2.201699, -1.008513], [0.656956, -1.982207, -0.273661], [0.070053, -0.845466, -1.402273], [-0.996867, -1.520771, 1.418387], [-1.795121, -0.283227, 0.352055], [-0.357032, 1.221976, 1.011098], [1.526028, -0.456083, 2.432419], [0.696842, 1.055440, 2.997493], [-0.080312, -0.471013, 3.134257], [0.504398, 0.600056, -3.445575], [0.982506, 1.103737, -2.778452], [-0.386910, 0.490577, -3.084252], [-2.042340, 1.401363, -1.502608], [-2.527568, 0.625747, -1.219754], [-2.607986, 2.123943, -1.792954], [2.787208, 0.460409, 0.207765], [3.148450, 0.205617, 1.054859], [1.833670, 0.275708, 0.149140]],
  "forces_ev_per_a": [[0.69, -0.88, -0.57], [0.97, 0.39, -0.64], [0.08, 0.18, -0.23], [-0.90, -0.32, 0.14], [-0.34, -0.12, 0.24], [-0.08, 0.01, 0.21], [-0.24, 0.62, 0.32], [-0.49, 0.12, 0.15], [-0.47, -0.23, 0.36], [0.02, -0.28, 0.17], [0.17, 0.20, 0.12], [0.49, 0.16, -0.11], [0.00, -0.09, -0.04], [-0.19, -0.10, 0.01], [-0.05, -0.01, 0.00], [0.20, 0.25, -0.01], [0.94, 0.21, -0.09], [-0.59, 0.26, -0.17], [-0.33, -0.47, 0.13], [0.34, 0.27, -0.94], [-0.39, -0.15, 0.17], [0.17, 0.00, 0.77]],
  "mulliken_charge": [-1.30, -0.11, -0.21, -0.92, 0.41, 0.38, 0.24, 0.37, 0.07, 0.21, 0.23, 0.33, 0.34, -0.65, 0.33, 0.31, -0.61, 0.33, 0.28, -0.68, 0.30, 0.34]
}

Record 4
{
  "formula": "C11H21N2O",
  "method": "ωB97M-V/def2-TZVPD",
  "e_tot_ha": -616.08310,
  "de_lowest_kj_mol": 485.21,
  "smiles": "C#[N+]C(=O)CN(C(C)(C)C)C(C)(C)C",
  "total_charge": 1,
  "elements": ["C", "N", "C", "O", "C", "N", "C", "C", "C", "C", "C", "C", "C", "C", "H", "H", "H", "H", "H", "H", "H", "H", "H", "H", "H", "H", "H", "H", "H", "H", "H", "H", "H", "H", "H"],
  "positions_angstrom": [[1.785618, -0.709113, 1.564002], [1.698046, 0.225674, 2.238422], [0.677428, 1.264795, 2.393974], [0.623417, 1.964458, 3.318161], [-0.387837, 1.109948, 1.255594], [-0.069572, 0.242668, 0.190391], [-0.887010, -0.986092, 0.243322], [-0.813351, -1.701531, 1.594005], [-2.458951, -0.612666, -0.062687], [-0.518810, -2.083302, -0.770485], [0.625197, 0.832052, -0.966198], [1.756966, -0.041744, -1.476840], [-0.399561, 1.172305, -2.056782], [1.360373, 2.165359, -0.548003], [2.165413, -1.520532, 0.951908], [-1.394233, 0.837261, 1.798034], [-0.513726, 2.155612, 1.037058], [-1.351558, -1.159980, 2.457179], [-1.351605, -2.613671, 1.575283], [0.248501, -1.851385, 1.974733], [-3.068386, -1.424047, 0.344375], [-2.670919, -0.772917, -1.162180], [-2.885576, 0.356464, 0.443871], [0.443912, -2.605728, -0.346485], [-1.313258, -2.800659, -0.899598], [-0.508199, -1.583297, -1.714818], [2.684716, 0.045376, -0.870466], [1.549346, -1.131414, -1.415864], [2.171885, 0.180605, -2.491028], [-0.253584, 2.029523, -2.593636], [-1.462550, 1.179396, -1.736277], [-0.197866, 0.317256, -2.733228], [0.707898, 2.950510, -0.185567], [2.149956, 2.059038, 0.098987], [1.857880, 2.509780, -1.449154]],
  "forces_ev_per_a": [[0.17, 0.34, -1.45], [1.22, -0.34, 0.76], [-1.41, -0.70, -0.20], [0.23, 0.70, 0.46], [-1.62, 0.00, 1.25], [1.03, -0.77, 2.04], [-2.91, -0.53, -0.68], [0.08, 2.16, 2.40], [0.20, -0.31, 0.32], [1.37, 0.40, 1.33], [0.43, 2.24, 0.20], [1.63, -1.59, -0.11], [-0.61, -3.56, 0.46], [-1.92, -0.25, -1.86], [-0.07, 0.18, 0.45], [2.17, 0.32, -0.88], [-0.24, 0.33, -0.66], [0.91, -0.44, -1.21], [-0.15, -1.12, -0.36], [-1.52, -0.37, -0.54], [0.11, 0.02, 0.36], [0.32, 1.11, 1.06], [1.04, -1.66, -1.43], [-1.65, 0.77, -1.60], [-0.23, -0.38, 0.61], [1.00, -0.17, -0.91], [-0.55, 0.32, 0.08], [-0.11, 0.81, -0.51], [-0.96, 0.04, 0.60], [0.86, 2.33, -1.19], [0.81, -0.19, 0.02], [-1.06, 0.58, -0.32], [-0.11, 0.17, -0.23], [1.77, -0.66, 2.01], [-0.22, 0.22, -0.28]],
  "mulliken_charge": [0.12, -0.06, 0.24, -0.36, -0.60, 0.55, 0.91, -1.38, -1.40, -1.71, 1.26, -1.52, -1.49, -2.17, 0.42, 0.51, 0.51, 0.32, 0.56, 0.26, 0.48, 0.42, 0.22, 0.25, 0.51, 0.41, 0.39, 0.34, 0.39, 0.45, 0.23, 0.37, 0.47, 0.52, 0.57]
}

| no. | highest occupied orbital energy (eV) | molar mass (g mol⁻¹) |
| --- | --- | --- |
| 1 | -9.126 | 89.09 |
| 2 | -9.510 | 102.14 |
| 3 | -9.016 | 113.16 |
| 4 | -13.074 | 197.30 |